# 1
{"formula": "C27H62ClN5O3P4S", "method": "ωB97M-V/def2-TZVPD", "elements": ["C", "C", "C", "C", "C", "C", "C", "C", "C", "C", "C", "C", "C", "N", "P", "N", "C", "C", "C", "C", "N", "C", "Cl", "C", "C", "C", "S", "O", "C", "C", "C", "C", "C", "C", "P", "N", "P", "O", "O", "P", "N", "H", "H", "H", "H", "H", "H", "H", "H", "H", "H", "H", "H", "H", "H", "H", "H", "H", "H", "H", "H", "H", "H", "H", "H", "H", "H", "H", "H", "H", "H", "H", "H", "H", "H", "H", "H", "H", "H", "H", "H", "H", "H", "H", "H", "H", "H", "H", "H", "H", "H", "H", "H", "H", "H", "H", "H", "H", "H", "H", "H", "H", "H"], "coordinates": [[2.591, -2.773, 5.348], [3.090, -1.322, 5.173], [4.245, -1.215, 4.169], [4.351, 0.138, 3.453], [5.350, 0.050, 2.288], [5.231, 1.186, 1.259], [4.229, 0.909, 0.129], [4.569, 1.742, -1.118], [3.365, 2.273, -1.950], [3.289, 1.671, -3.353], [2.670, 0.282, -3.430], [1.148, 0.370, -3.268], [0.505, -1.013, -3.031], [-0.707, -0.865, -2.221], [-1.733, 0.328, -2.850], [-1.933, 0.196, -4.419], [-1.157, -1.905, -1.283], [-0.316, -3.196, -1.322], [-0.328, -4.104, -2.520], [-0.244, -5.586, -2.176], [-0.361, -3.752, -3.725], [-2.655, -2.290, -1.474], [-3.152, -3.776, -0.530], [-3.094, -2.611, -2.915], [-4.449, -1.948, -3.274], [-0.910, -1.210, 0.135], [0.807, -0.571, 0.162], [-1.936, -0.213, 0.250], [-1.782, 1.063, 0.791], [-3.248, 1.618, 0.874], [-3.441, 2.936, 1.633], [-4.627, 3.751, 1.034], [-5.696, 4.042, 2.103], [-4.190, 5.073, 0.380], [-1.161, 1.275, 2.550], [-2.179, 0.742, 3.647], [-0.863, 2.322, -0.343], [-2.031, 3.298, -0.986], [0.153, 3.246, 0.601], [-1.050, -2.272, 1.687], [0.150, -3.281, 1.979], [1.510, -2.808, 5.286], [2.898, -3.198, 6.297], [2.960, -3.422, 4.562], [2.229, -0.725, 4.902], [3.430, -0.978, 6.144], [5.161, -1.341, 4.741], [4.196, -2.033, 3.455], [3.377, 0.531, 3.155], [4.770, 0.826, 4.186], [5.208, -0.914, 1.807], [6.345, 0.081, 2.723], [6.203, 1.273, 0.783], [4.953, 2.099, 1.778], [3.224, 1.127, 0.485], [4.236, -0.147, -0.134], [5.095, 2.615, -0.744], [5.216, 1.195, -1.795], [2.457, 2.152, -1.363], [3.493, 3.345, -2.076], [2.759, 2.366, -4.000], [4.305, 1.608, -3.744], [2.890, -0.182, -4.387], [3.077, -0.328, -2.620], [0.958, 1.029, -2.426], [0.742, 0.806, -4.178], [1.303, -1.614, -2.621], [0.249, -1.378, -4.015], [-2.996, 0.286, -2.238], [-1.199, 1.602, -2.665], [-2.914, 0.058, -4.628], [0.722, -2.922, -1.151], [-0.541, -3.834, -0.482], [0.186, -6.137, -3.002], [-1.250, -5.923, -1.939], [0.402, -5.742, -1.316], [-0.348, -4.556, -4.345], [-3.338, -1.541, -1.113], [-3.258, -3.667, -3.059], [-2.378, -2.311, -3.669], [-4.658, -1.060, -2.688], [-4.438, -1.713, -4.334], [-5.249, -2.666, -3.137], [1.183, -0.867, 1.424], [-3.672, 1.646, -0.123], [-3.776, 0.843, 1.427], [-2.571, 3.591, 1.620], [-3.695, 2.763, 2.668], [-5.125, 3.176, 0.260], [-5.386, 4.900, 2.689], [-6.621, 4.259, 1.581], [-5.872, 3.163, 2.715], [-3.276, 5.476, 0.799], [-4.061, 4.902, -0.681], [-4.984, 5.811, 0.452], [-0.908, 2.633, 2.801], [0.027, 0.544, 2.704], [-2.439, 1.502, 4.264], [-1.620, 4.159, -1.176], [0.841, 2.640, 0.924], [-2.258, -2.976, 1.750], [-1.090, -1.383, 2.790], [0.819, -3.249, 1.218]], "e_homo_ev": -7.883, "charge": 0, "lumo_ev": 0.2, "multiplicity": 1}

=====

# 2
{"formula": "C27H62IN2O4Si4", "method": "ωB97M-V/def2-TZVPD", "elements": ["C", "C", "C", "O", "C", "C", "C", "N", "N", "C", "I", "C", "C", "C", "C", "O", "C", "C", "C", "C", "H", "H", "H", "H", "H", "H", "H", "H", "H", "H", "H", "H", "H", "H", "H", "H", "H", "H", "H", "H", "H", "H", "H", "H", "H", "H", "O", "Si", "C", "C", "C", "Si", "C", "C", "C", "H", "H", "H", "H", "H", "H", "H", "H", "H", "H", "H", "H", "H", "H", "H", "H", "H", "H", "O", "Si", "C", "C", "C", "Si", "C", "C", "C", "H", "H", "H", "H", "H", "H", "H", "H", "H", "H", "H", "H", "H", "H", "H", "H", "H", "H"], "coordinates": [[1.624, -3.031, 6.264], [2.759, -3.991, 5.888], [3.084, -3.922, 4.412], [3.700, -2.657, 4.157], [4.072, -2.458, 2.809], [3.192, -1.396, 2.219], [1.820, -1.612, 1.986], [0.996, -0.745, 1.484], [1.486, 0.464, 1.190], [0.520, 1.450, 0.650], [-0.850, 0.438, -0.681], [-0.244, 2.105, 1.795], [-0.841, 3.446, 1.395], [2.751, 0.794, 1.409], [3.209, 2.194, 1.085], [4.422, 2.411, 1.741], [4.810, 3.794, 1.802], [4.808, 4.299, 3.248], [3.746, 5.358, 3.530], [3.662, -0.134, 1.916], [0.973, -2.813, 5.419], [1.017, -3.444, 7.064], [2.016, -2.084, 6.621], [3.658, -3.665, 6.407], [2.540, -5.017, 6.157], [2.148, -3.983, 3.849], [3.730, -4.745, 4.102], [4.006, -3.384, 2.241], [5.098, -2.099, 2.796], [1.393, -2.574, 2.225], [1.026, 2.140, -0.009], [-1.058, 1.438, 2.072], [0.378, 2.174, 2.688], [-0.074, 4.207, 1.285], [-1.365, 3.328, 0.448], [-1.581, 3.764, 2.119], [3.370, 2.222, -0.001], [2.459, 2.933, 1.363], [5.817, 3.877, 1.403], [4.150, 4.393, 1.177], [4.634, 3.438, 3.888], [5.788, 4.681, 3.515], [3.770, 6.135, 2.769], [3.953, 5.844, 4.479], [2.742, 4.942, 3.568], [4.692, 0.139, 2.064], [3.351, -2.080, -4.485], [3.558, -2.673, -6.016], [2.320, -1.893, -7.179], [3.317, -4.527, -6.025], [5.280, -2.278, -6.602], [2.229, -1.982, -3.300], [2.955, -1.060, -1.835], [1.716, -3.686, -2.729], [0.718, -1.052, -3.884], [1.297, -2.175, -6.920], [2.509, -2.220, -8.203], [2.388, -0.804, -7.152], [3.982, -5.012, -5.307], [3.533, -4.930, -7.015], [2.290, -4.796, -5.769], [6.033, -2.729, -5.952], [5.454, -1.201, -6.623], [5.427, -2.666, -7.612], [3.834, -1.576, -1.440], [2.205, -0.991, -1.041], [3.254, -0.047, -2.119], [1.203, -4.228, -3.525], [1.034, -3.616, -1.877], [2.584, -4.275, -2.424], [0.193, -1.592, -4.674], [0.986, -0.064, -4.266], [0.043, -0.919, -3.036], [-7.144, 1.426, -0.752], [-8.482, 1.599, 0.199], [-8.251, 3.030, 1.382], [-8.777, 0.039, 1.187], [-9.966, 1.931, -0.875], [-5.534, 1.140, -0.649], [-4.790, 1.126, -2.359], [-5.211, -0.515, 0.165], [-4.694, 2.475, 0.361], [-7.443, 2.833, 2.090], [-9.165, 3.198, 1.953], [-8.013, 3.949, 0.843], [-8.854, -0.831, 0.530], [-9.706, 0.120, 1.754], [-7.965, -0.144, 1.894], [-10.141, 1.108, -1.571], [-9.836, 2.845, -1.458], [-10.857, 2.046, -0.255], [-5.237, 0.345, -2.976], [-3.714, 0.941, -2.302], [-4.941, 2.083, -2.863], [-5.551, -0.518, 1.203], [-4.142, -0.741, 0.159], [-5.732, -1.316, -0.363], [-5.036, 2.460, 1.398], [-4.901, 3.466, -0.049], [-3.611, 2.322, 0.358]], "e_homo_ev": -11.558, "charge": 1, "lumo_ev": -4.3, "multiplicity": 1}